Here is an isolated molecule of C23H24N2O6S at a distorted geometry from OMol25. Energies are from ωB97M-V/def2-TZVPD.

```
56
C23H24N2O6S, DFT ωB97M-V/def2-TZVPD
C 7.36 1.67 -4.07
O 7.04 0.31 -4.21
C 5.72 -0.06 -4.19
C 4.68 0.84 -3.99
C 3.36 0.44 -3.96
C 3.04 -0.90 -4.14
C 1.60 -1.34 -4.07
N 1.07 -1.20 -2.73
C 0.17 -0.23 -2.41
O -0.32 0.51 -3.23
C -0.18 -0.19 -0.97
C -1.05 0.72 -0.52
C -1.52 0.90 0.83
C -1.07 0.13 1.91
C -1.58 0.32 3.17
C -2.55 1.28 3.38
S -3.29 1.47 5.00
O -3.54 2.86 5.24
O -2.53 0.71 5.95
N -4.79 0.75 4.89
C -4.81 -0.69 4.71
C -4.46 -1.12 3.32
C -3.68 -2.12 2.84
C -3.72 -2.02 1.42
C -4.52 -0.96 1.15
O -4.98 -0.40 2.29
C -3.01 2.08 2.34
C -2.49 1.89 1.07
C 4.06 -1.81 -4.34
C 5.40 -1.42 -4.38
O 6.26 -2.45 -4.59
C 7.63 -2.23 -4.87
H 7.05 2.06 -3.10
H 8.45 1.72 -4.14
H 6.92 2.27 -4.87
H 4.90 1.89 -3.84
H 2.58 1.16 -3.80
H 0.97 -0.72 -4.71
H 1.51 -2.39 -4.39
H 1.52 -1.73 -2.01
H 0.29 -0.92 -0.33
H -1.45 1.40 -1.27
H -0.31 -0.62 1.75
H -1.25 -0.26 4.02
H -5.41 1.25 4.27
H -5.80 -1.06 4.99
H -4.07 -1.09 5.41
H -3.15 -2.85 3.42
H -3.22 -2.65 0.72
H -4.83 -0.51 0.23
H -3.75 2.83 2.54
H -2.84 2.50 0.25
H 3.85 -2.85 -4.49
H 8.03 -3.22 -5.09
H 8.15 -1.81 -4.01
H 7.76 -1.57 -5.73
```

Computed properties:
HOMO-LUMO gap = 7.74 eV
strongest force on any atom = 1.03 eV/A
total energy = -1849.9287 Ha
E_HOMO = -8.137 eV
energy above the lowest of the compared OMol25 structures with the same formula, charge and spin = 74.4 kcal per mole

Löwdin population analysis, charges in e, atoms 1 to 5:
1. C -0.08
2. O -0.12
3. C -0.19
4. C -0.01
5. C -0.03